{"formula": "C20H28IN2O2P2Rh", "method": "the ωB97M-V functional and the def2-TZVPD basis", "orbital_gap_ev": 6.294, "e_lumo_ev": -7.690, "homo_ev": -13.984, "charge": 2, "species": ["Rh", "C", "C", "N", "C", "C", "C", "O", "C", "C", "N", "C", "C", "C", "C", "C", "C", "I", "C", "O", "H", "H", "H", "H", "H", "H", "H", "H", "H", "H", "H", "H", "C", "P", "C", "C", "C", "P", "C", "C", "H", "H", "H", "H", "H", "H", "H", "H", "H", "H", "H", "H", "H", "H", "H", "H"], "coordinates": [[0.8786, -0.3212, -0.8524], [-3.5307, -1.6107, -1.8307], [-3.1536, -1.5948, -0.3793], [-4.0496, -1.8932, 0.5196], [-3.7272, -1.9289, 1.8332], [-2.4644, -1.7095, 2.2942], [-2.1910, -1.7175, 3.7800], [-1.1234, -2.5793, 4.1587], [-1.4631, -1.3600, 1.3439], [-0.1277, -1.1816, 1.8093], [0.8470, -0.5771, 1.2100], [1.9886, -0.2205, 2.0051], [1.8860, 0.0155, 3.3768], [2.9892, 0.3822, 4.1302], [4.2273, 0.5611, 3.5320], [4.3561, 0.3577, 2.1682], [3.2409, -0.0255, 1.4460], [3.4820, -0.4307, -0.6025], [-1.8206, -1.2391, 0.0006], [-1.0177, -0.8488, -0.9666], [-4.6025, -1.7603, -1.9213], [-3.0177, -2.4229, -2.3513], [-3.2483, -0.6776, -2.3236], [-4.5392, -2.1370, 2.5187], [-3.1108, -1.9678, 4.3084], [-1.8944, -0.7175, 4.1002], [-1.4348, -3.4909, 4.1828], [0.0800, -1.6123, 2.7869], [0.9224, -0.0737, 3.8615], [2.8742, 0.5354, 5.1949], [5.0873, 0.8584, 4.1157], [5.3132, 0.4922, 1.6816], [0.0808, -1.4068, -4.0640], [0.8283, -0.0476, -3.1484], [2.3723, 0.3249, -4.0165], [-0.2201, 1.4115, -3.4304], [0.1998, 2.5102, -2.4551], [0.1822, 1.8766, -0.7429], [1.0905, 3.0624, 0.2532], [-1.5390, 1.9822, -0.2334], [-0.1242, -1.0942, -5.0887], [-0.8449, -1.7093, -3.5749], [0.7661, -2.2546, -4.0810], [2.1503, 0.5069, -5.0686], [3.0583, -0.5203, -3.9458], [2.8588, 1.2049, -3.5951], [-1.2584, 1.1135, -3.2654], [-0.1249, 1.7382, -4.4672], [-0.4756, 3.3675, -2.5004], [1.2084, 2.8709, -2.6712], [0.7037, 4.0535, 0.0062], [2.1582, 3.0188, 0.0386], [0.9346, 2.8606, 1.3129], [-1.8227, 3.0365, -0.2239], [-1.6725, 1.5591, 0.7630], [-2.1657, 1.4304, -0.9317]], "forces_ev_per_angstrom": [[-0.6, 1.0, 0.6], [0.0, 0.0, 0.1], [0.0, 0.3, -0.1], [-0.1, -0.2, 0.2], [-0.1, 0.1, -0.3], [0.1, 0.0, 0.1], [0.1, -0.1, -0.1], [0.0, 0.0, 0.0], [0.0, -0.3, -0.2], [0.0, 0.0, 0.5], [0.6, 0.2, -0.2], [0.0, -0.1, 0.1], [-0.2, 0.0, 0.1], [0.0, 0.0, 0.0], [0.0, 0.0, 0.0], [0.1, 0.0, 0.0], [0.2, -0.2, -0.4], [-0.1, 0.4, 0.1], [0.0, 0.1, 0.1], [0.2, -0.3, -0.6], [0.0, 0.0, 0.0], [0.0, 0.0, 0.0], [0.0, 0.0, 0.0], [0.0, 0.0, 0.0], [0.0, 0.0, 0.0], [0.0, 0.0, 0.1], [0.0, 0.0, 0.0], [-0.1, 0.3, 0.1], [0.0, 0.0, 0.0], [0.0, 0.0, 0.0], [0.0, 0.0, 0.0], [0.0, 0.0, 0.0], [0.0, -0.1, 0.1], [-0.2, -0.1, -0.2], [0.0, 0.0, 0.1], [0.0, 0.1, 0.0], [0.0, 0.0, 0.0], [0.1, -0.7, -0.6], [0.2, -0.3, 0.1], [0.1, -0.1, 0.2], [0.0, 0.0, 0.0], [0.0, 0.0, 0.0], [0.0, 0.0, 0.0], [0.0, 0.0, 0.0], [0.0, 0.0, 0.0], [0.0, 0.0, 0.0], [0.0, 0.0, 0.0], [0.0, 0.0, 0.0], [0.0, 0.0, 0.0], [0.0, 0.0, 0.0], [0.0, 0.0, 0.0], [0.0, 0.0, 0.0], [0.0, 0.0, 0.0], [0.0, 0.0, 0.0], [0.0, 0.0, 0.0], [0.0, 0.0, 0.0]], "nbo_charge": [0.416, -0.645, 0.182, -0.342, 0.014, -0.041, -0.098, -0.727, -0.168, 0.179, -0.562, 0.154, -0.226, -0.163, -0.168, -0.216, -0.196, 0.448, 0.334, -0.690, 0.262, 0.230, 0.208, 0.218, 0.209, 0.188, 0.492, 0.253, 0.234, 0.250, 0.253, 0.246, -0.964, 1.170, -0.968, -0.738, -0.753, 1.382, -0.984, -0.987, 0.268, 0.275, 0.269, 0.271, 0.263, 0.255, 0.260, 0.274, 0.277, 0.256, 0.280, 0.272, 0.275, 0.272, 0.272, 0.274]}

{"formula": "C20H28N2", "method": "the ωB97M-V functional and the def2-TZVPD basis", "orbital_gap_ev": 7.583, "e_lumo_ev": 0.050, "homo_ev": -7.533, "species": ["C", "H", "C", "C", "H", "C", "H", "H", "C", "N", "C", "H", "C", "C", "C", "C", "C", "C", "C", "C", "C", "C", "C", "H", "H", "H", "H", "H", "H", "H", "H", "H", "H", "C", "C", "N", "H", "C", "H", "H", "H", "H", "H", "H", "H", "H", "H", "H", "H", "H"], "coordinates": [[2.6106, -2.4456, 4.2476], [2.8832, -2.1468, 5.2612], [1.1811, -2.0387, 3.9188], [0.7123, -2.4180, 2.6624], [1.0129, -3.3589, 2.6016], [1.2975, -1.6245, 1.6809], [2.2988, -1.8604, 1.6800], [1.2633, -0.4747, 1.8750], [0.8324, -1.8073, 0.2026], [0.8423, -0.6873, -0.7376], [0.2939, 0.4008, -0.5803], [0.5643, 1.1705, -1.2793], [-1.3139, 0.4669, -0.1190], [-2.0143, 1.6279, -0.4444], [-2.3082, 2.3593, 0.8407], [-3.0851, 3.4090, 0.8483], [-3.3626, 4.2124, -0.2553], [-2.9134, 3.5249, -1.5442], [-3.0499, 4.3366, -2.9623], [-2.7476, 3.5691, -4.0509], [-1.9853, 2.4516, -3.9760], [-1.8618, 1.5460, -2.8873], [-2.2225, 2.2441, -1.7012], [-1.4460, 0.6169, -2.8998], [-1.5383, 2.0942, -5.0750], [-2.8994, 4.2503, -5.0012], [-3.6295, 5.2746, -2.6526], [-3.6576, 5.1554, -0.5555], [-3.3677, 3.8621, 1.7943], [-2.3225, 1.7687, 1.7676], [-1.5963, -0.3219, -1.1743], [-1.4440, -0.0694, 0.7253], [0.5772, 0.9790, 0.4381], [2.2394, -0.4904, -1.0266], [2.8059, -1.8188, -1.6970], [2.7070, -3.0040, -1.0941], [3.3942, -2.6971, -0.0768], [1.1178, -3.2786, -0.5134], [0.7320, -3.3538, -1.3954], [1.2760, -4.1190, 0.1421], [2.0602, -2.0679, -2.6642], [3.7968, -1.9542, -2.0599], [2.9082, -0.2862, -0.2244], [2.2423, 0.2606, -1.7537], [-0.2173, -2.0313, 0.3157], [-0.4563, -2.2542, 2.6172], [0.5242, -2.6804, 4.8371], [0.8577, -0.9861, 4.3443], [3.0286, -3.3925, 3.9427], [3.3793, -1.9129, 3.6581]], "forces_ev_per_angstrom": [[1.7, 2.1, -0.5], [-0.1, -0.6, 0.1], [-1.4, 0.1, 9.0], [-6.6, 2.0, -0.2], [0.5, -4.7, -1.0], [1.2, 4.7, -5.1], [2.8, -0.1, 0.0], [-0.2, -1.9, 0.0], [-3.9, -3.1, 0.3], [6.9, -10.8, -1.3], [-6.9, 11.7, 7.0], [-0.4, 0.1, -0.8], [3.0, -4.8, -9.6], [-0.5, 4.2, 4.6], [0.6, -5.6, -3.0], [-2.4, 6.5, 0.7], [3.0, -5.7, -4.5], [0.4, 2.6, -2.7], [-1.5, -2.7, 6.4], [-1.0, 6.6, -1.2], [2.3, -6.3, -3.3], [-1.5, 6.9, -1.8], [-1.6, -0.2, 3.4], [1.2, -2.2, -0.2], [-1.3, 0.7, 3.0], [0.6, -2.2, 1.3], [0.9, -1.1, -1.9], [-1.2, 2.0, 0.9], [-0.1, -0.3, 0.3], [0.8, 0.2, -0.4], [0.0, 1.3, 3.3], [-0.6, -1.3, 2.8], [0.6, -0.5, -1.1], [1.1, -3.0, -2.4], [-3.6, 2.3, -5.3], [-0.1, -3.6, 8.5], [-2.5, -2.0, -3.0], [7.9, 5.1, 4.6], [-3.3, -0.8, -4.9], [-0.7, -0.1, 0.1], [1.8, 1.5, 1.6], [1.2, 1.8, -0.7], [0.2, 0.7, 1.3], [0.8, 1.3, -1.1], [-1.0, 0.5, 0.4], [1.9, -0.9, 0.1], [1.6, 1.4, -2.6], [1.2, -1.6, -1.4], [-1.1, -1.2, 0.5], [-0.5, 0.9, 0.0]], "nbo_charge": [-0.648, 0.224, -0.352, -0.433, 0.208, -0.417, 0.195, 0.213, -0.049, -0.474, -0.123, 0.215, -0.371, 0.033, -0.240, -0.205, -0.241, 0.030, -0.164, -0.279, -0.175, -0.196, -0.124, 0.225, 0.207, 0.226, 0.226, 0.221, 0.205, 0.208, 0.152, 0.212, 0.087, -0.235, -0.227, -0.568, 0.274, -0.197, 0.189, 0.213, 0.142, 0.222, 0.178, 0.205, 0.200, 0.190, 0.180, 0.220, 0.218, 0.198]}

{"formula": "C20H28N4O", "method": "the ωB97M-V functional and the def2-TZVPD basis", "orbital_gap_ev": 7.172, "e_lumo_ev": -1.096, "homo_ev": -8.268, "species": ["O", "C", "C", "H", "H", "C", "N", "C", "H", "C", "N", "C", "H", "H", "C", "C", "C", "C", "C", "C", "N", "C", "C", "N", "C", "H", "H", "H", "H", "H", "H", "H", "H", "H", "H", "C", "C", "C", "C", "H", "H", "C", "H", "H", "H", "H", "H", "H", "H", "H", "H", "H", "H"], "coordinates": [[-3.0356, -2.8299, -1.2220], [-2.0425, -3.4342, -0.4045], [-0.6658, -2.6542, -0.4221], [-0.4298, -2.6774, -1.4541], [-0.0853, -3.5491, -0.0114], [-0.9185, -1.4500, 0.3296], [-1.9142, -0.6153, -0.2241], [-1.2384, 0.3031, -1.5764], [-2.0269, 0.9550, -1.9927], [0.0458, 1.0787, -1.0241], [0.3660, 0.8908, 0.3177], [0.4482, -0.6520, 0.2159], [1.1674, -1.2965, -0.6527], [1.0866, -0.9645, 1.2674], [1.5392, 1.4087, 0.7280], [2.7651, 1.2112, 0.2180], [3.1891, 1.8734, -0.9315], [4.2697, 1.7594, -1.6716], [5.2669, 0.8981, -1.5155], [4.8566, 0.0066, -0.2315], [5.6874, -1.0513, -0.1364], [5.3247, -1.6919, 1.1439], [4.2911, -1.4388, 1.8306], [3.3911, -0.5437, 1.6775], [3.7139, 0.3554, 0.1895], [4.1577, -2.1421, 2.6291], [6.1386, -2.7767, 1.2179], [6.0899, 0.7584, -2.0601], [4.4320, 2.4276, -2.4788], [2.5408, 2.8233, -1.1712], [1.2826, 2.5938, 0.8187], [1.6552, 1.0508, 1.7549], [0.8403, 1.0460, -1.7466], [-0.2648, 2.0603, -0.9820], [-0.9344, -0.4944, -2.2212], [-2.7549, 0.3854, 0.4916], [-2.4417, 1.5847, 0.8344], [-3.8327, 2.0813, 1.7523], [-4.7914, 1.6937, 0.3658], [-5.9034, 1.6088, 0.8028], [-4.7341, 2.3653, -0.2385], [-4.2956, 0.4494, -0.0169], [-4.1116, 0.4460, -1.3002], [-4.8441, -0.6333, -0.0764], [-3.9615, 3.1953, 1.6024], [-3.9488, 1.4816, 2.3960], [-1.6311, 1.4361, 1.8312], [-1.9848, 2.0811, 0.2462], [-2.9384, -0.3839, 1.2089], [-1.3365, -1.4364, 1.3582], [-2.0711, -4.4210, -0.7582], [-2.5916, -3.3642, 0.5663], [-2.8163, -1.8086, -1.2742]], "forces_ev_per_angstrom": [[0.3, 2.7, -1.8], [-1.9, 2.3, 0.5], [-3.1, -6.6, 1.0], [0.5, 1.1, -1.0], [0.3, 2.0, 0.3], [2.5, 4.9, 1.0], [-0.7, 5.0, -7.0], [0.3, -1.7, 3.8], [0.5, -0.5, 0.3], [-2.9, 1.2, -2.4], [-2.1, -8.0, -2.3], [3.7, -2.7, 4.9], [-1.9, 2.8, 1.9], [-1.6, 0.6, -2.9], [-2.7, 5.2, 6.9], [3.1, 3.9, -8.6], [-6.5, 5.7, 1.5], [3.8, 1.0, -3.8], [-4.4, -2.9, 6.5], [7.6, 1.6, -9.5], [-2.0, -2.3, 7.5], [11.7, -4.0, -10.9], [-5.9, 0.4, 5.3], [0.6, 1.7, -3.7], [-2.7, -7.8, 12.3], [-0.3, -0.2, 1.1], [-3.0, 3.6, 0.4], [3.1, -0.5, -1.9], [-0.4, 0.9, -0.7], [1.0, -1.8, 0.1], [1.0, -2.2, -0.2], [-0.4, 0.4, 0.5], [0.7, -0.6, -0.4], [-0.7, 2.9, -1.0], [0.0, -0.2, -0.8], [-4.4, -12.8, -2.6], [-1.4, 2.0, 17.0], [2.5, 9.1, -16.7], [-4.7, -5.5, 12.5], [2.1, 0.4, -1.2], [0.7, 7.9, -6.9], [2.8, -6.1, -7.6], [-0.6, 0.3, 3.0], [1.0, 2.8, 1.2], [0.4, -1.3, 2.0], [-1.8, -7.5, 9.6], [-1.7, 0.9, -2.8], [5.1, 7.4, -7.6], [-0.4, 0.4, 2.5], [1.2, -1.3, 0.1], [0.8, -1.6, -0.1], [1.4, -0.6, 0.2], [-0.6, -2.6, 0.7]], "nbo_charge": [-0.787, -0.054, -0.471, 0.230, 0.245, -0.101, -0.455, -0.241, 0.218, -0.259, -0.425, -0.295, 0.205, 0.238, -0.232, -0.080, -0.126, -0.282, -0.090, 0.061, -0.320, 0.033, -0.131, -0.334, 0.159, 0.189, 0.213, 0.211, 0.215, 0.199, 0.200, 0.247, 0.188, 0.181, 0.201, -0.091, -0.370, -0.318, -0.382, 0.197, 0.169, -0.410, 0.161, 0.259, 0.231, 0.153, 0.199, 0.180, 0.205, 0.228, 0.179, 0.155, 0.504]}

{"formula": "C20H28NO2Pd", "method": "the ωB97M-V functional and the def2-TZVPD basis", "orbital_gap_ev": [5.543, 5.604], "multiplicity": 3, "e_lumo_ev": [2.627, 2.245], "homo_ev": [-2.916, -3.358], "charge": -1, "species": ["O", "C", "C", "H", "H", "C", "H", "H", "C", "H", "H", "H", "C", "H", "H", "H", "Pd", "C", "C", "C", "H", "C", "C", "H", "H", "H", "H", "C", "C", "C", "H", "C", "C", "H", "H", "H", "H", "O", "C", "C", "H", "H", "C", "H", "H", "C", "H", "H", "H", "H", "N", "C"], "coordinates": [[-0.4166, -0.3358, -1.5887], [0.5209, -1.1713, -2.4294], [-0.5782, -1.9855, -3.0899], [1.2531, -1.8389, -1.9174], [1.0586, -0.5023, -3.1186], [-1.4831, -0.9482, -2.4195], [-0.6841, -3.0048, -2.6904], [-0.5333, -1.9205, -4.1788], [-2.6077, -1.5557, -1.6286], [-2.2664, -2.3970, -1.0260], [-3.3803, -1.9858, -2.2772], [-3.0552, -0.7612, -1.0249], [-2.0039, 0.0024, -3.4895], [-1.2124, 0.2808, -4.2033], [-2.4459, 0.8649, -2.9723], [-2.7865, -0.4861, -4.1064], [0.3967, 1.4133, 0.4592], [1.6497, 4.3844, 0.9521], [2.5765, 3.3171, 1.0092], [2.3014, 2.3888, -0.0658], [3.3443, 3.1529, 1.7949], [1.1468, 2.9213, -0.8381], [0.7426, 4.1515, -0.1313], [-0.0980, 4.7899, -0.4069], [1.6410, 5.2315, 1.6401], [2.8496, 1.4919, -0.3761], [0.9352, 2.6009, -1.8732], [-0.8826, 2.4941, 3.6542], [-1.0547, 2.9887, 2.3486], [-1.4782, 1.8885, 1.4544], [-0.9652, 4.0394, 2.0770], [-1.5531, 0.7031, 2.3391], [-1.1921, 1.1002, 3.6510], [-1.1618, 0.4713, 4.5478], [-0.6381, 3.0958, 4.5340], [-2.0390, 2.0309, 0.5316], [-1.8691, -0.2936, 2.0483], [-0.4138, -3.5202, 0.0582], [-0.1612, -2.3279, 0.8435], [1.3563, -1.9733, 0.7185], [-0.3486, -2.5172, 1.9290], [-0.8242, -1.5191, 0.5033], [1.9678, -3.3638, 0.4744], [1.7477, -1.4481, 1.6014], [1.5039, -1.2827, -0.1352], [0.7799, -4.3092, 0.2038], [2.4669, -3.6439, 1.4022], [2.6567, -3.3225, -0.3625], [0.6444, -4.9423, 1.0882], [0.8617, -4.9309, -0.6980], [2.2193, 1.3532, 3.0562], [1.5124, 1.1309, 2.1277]], "forces_ev_per_angstrom": [[0.5, -2.1, -1.9], [1.0, 0.1, 0.4], [0.4, 0.5, 0.4], [-0.6, 1.0, 0.2], [-0.1, -0.2, 0.3], [-1.0, -0.5, -1.0], [0.1, 0.4, -0.2], [-0.3, -0.4, 0.1], [-0.3, 0.1, 0.4], [0.1, 0.3, 0.3], [0.1, 0.3, -0.2], [-0.1, -0.3, 0.2], [-0.3, 0.3, 0.1], [-0.1, 0.3, 0.5], [0.2, 0.1, -0.5], [0.3, 0.1, 0.5], [-0.7, -0.7, 0.7], [-0.4, -0.6, -1.4], [0.4, -0.1, -0.5], [-0.5, 1.2, -1.2], [-0.8, 0.2, -0.8], [1.4, 0.0, 1.2], [1.3, 0.1, 0.3], [0.3, -0.2, 0.1], [-0.2, -0.4, -0.2], [0.2, 0.7, 0.2], [-0.1, 0.4, 0.7], [-0.7, 0.0, -1.1], [-0.6, -0.7, 0.5], [-0.2, -0.1, 1.9], [0.0, -0.4, -0.1], [0.1, 1.2, 0.1], [-0.2, 0.2, -0.7], [0.1, 0.1, -0.5], [0.1, -0.3, -0.4], [-0.1, 0.0, 0.2], [0.0, 0.2, 0.0], [1.1, 0.8, 0.3], [0.2, 0.5, 0.8], [-1.1, 0.1, -0.6], [-0.2, -0.1, -0.7], [0.3, -0.5, 0.1], [-0.2, 0.4, 0.1], [-0.3, -0.3, -0.2], [0.0, -0.4, 0.6], [-0.5, 0.1, 0.2], [0.3, -0.3, -0.3], [0.3, -0.2, 0.0], [0.0, -0.3, -0.2], [0.1, 0.1, 0.3], [-1.7, -1.1, -2.1], [2.3, 0.3, 3.2]], "nbo_charge": [-0.555, -0.061, -0.475, 0.191, 0.179, 0.275, 0.221, 0.199, -0.640, 0.239, 0.206, 0.222, -0.625, 0.205, 0.221, 0.205, 0.751, -0.319, -0.189, -0.385, 0.237, -0.421, -0.231, 0.201, 0.208, 0.232, 0.226, -0.318, -0.237, -0.509, 0.203, -0.335, -0.248, 0.195, 0.199, 0.225, 0.197, -0.560, -0.088, -0.440, 0.165, 0.221, -0.449, 0.259, 0.209, -0.071, 0.212, 0.202, 0.160, 0.177, -0.610, -0.075]}

Record-wise electronic energy values, in Eh: -2129.38845; -887.90501; -1072.34469; -1111.81312
Record-wise energy above the lowest of the compared OMol25 structures with the same formula, charge and spin values, in kcal/mol: 0.0; 332.1; 554.7; 11.8